{"formula": "C5H11N2", "method": "ωB97M-V/def2-TZVPD", "species": ["C", "C", "C", "C", "C", "N", "N", "H", "H", "H", "H", "H", "H", "H", "H", "H", "H", "H"], "coordinates": [[2.1420, -1.1172, 0.0978], [2.3879, 1.2727, -0.2415], [-0.1296, -0.2410, 0.1390], [-2.6178, 0.3866, 0.2388], [-1.4991, -0.5095, -0.3161], [0.7790, -1.1607, -0.0524], [2.7625, 0.0910, 0.1305], [2.8703, -1.8601, 0.0768], [2.8981, 2.0908, 0.0081], [1.5880, 1.3422, -0.8752], [0.1983, 0.6857, 0.3906], [-2.3495, 0.5483, 1.3584], [-3.5549, 0.0545, 0.1857], [-2.5141, 1.4312, -0.2117], [-1.6048, -0.3238, -1.3498], [-1.9396, -1.6164, -0.2590], [0.3320, -2.0605, -0.3432], [3.6251, -0.0340, 0.5841]], "forces_ev_per_angstrom": [[-0.68, 1.80, -0.31], [-0.31, -2.46, 0.16], [-0.59, -2.81, -1.43], [5.57, 3.67, 2.76], [-3.26, -2.14, 0.55], [-0.45, -1.43, -0.31], [-1.06, -0.26, 0.04], [-0.09, -2.03, 0.06], [2.33, 2.85, 0.83], [-2.04, 0.29, -1.14], [0.49, 2.57, 0.81], [-0.89, -0.19, -1.61], [-3.57, -1.56, -0.55], [-0.40, -1.37, 0.49], [0.66, 0.08, -1.65], [1.70, 1.86, 0.32], [0.97, 0.66, 0.33], [1.62, 0.47, 0.64]], "homo_energy_ev": [-12.000, -11.956], "relative_energy_kj_mol": 362.9, "e_tot_ev": -8333.3582, "gap_ev": [7.3, 7.2], "charge": 1}

{"formula": "C4H11BeClIPr", "method": "ωB97M-V/def2-TZVPD", "species": ["Pr", "Cl", "C", "C", "H", "H", "H", "H", "H", "H", "Be", "C", "C", "H", "H", "H", "H", "H", "I"], "coordinates": [[1.1886, -0.3745, -0.7736], [0.6162, -2.6214, 0.3353], [2.7968, 1.3966, -1.5761], [-0.3324, -0.9530, -2.6526], [2.5872, 1.8474, -2.5425], [2.8919, 2.1847, -0.8388], [3.7116, 0.8139, -1.6359], [-0.3089, -0.4982, -3.6451], [-1.3775, -0.9192, -2.3134], [-0.0728, -2.0264, -2.7772], [-0.8217, 0.2555, 1.9890], [-1.6212, -0.7072, 3.0259], [-1.4164, 0.8228, 0.6571], [-2.6499, -0.3415, 2.9790], [-1.6672, -1.7838, 2.9306], [-1.2765, -0.4945, 4.0305], [-2.3663, 0.4455, -0.0105], [-1.4439, 1.9729, 0.6293], [1.5624, 0.9804, 2.1892]], "forces_ev_per_angstrom": [[-2.20, 1.75, 0.53], [0.24, -1.36, 0.45], [-0.32, -0.23, -0.15], [0.08, -0.40, -0.25], [0.04, 0.08, -0.37], [0.19, 0.20, 0.29], [0.74, 0.01, -0.09], [0.09, 0.14, -0.23], [0.16, 0.00, 0.13], [-0.13, 0.12, -0.09], [0.38, -0.33, -0.45], [-0.72, -0.80, 1.74], [-1.69, 1.55, -3.84], [-0.14, -0.02, -0.01], [0.20, -0.45, -0.20], [0.11, -0.08, 0.85], [2.05, 0.76, 1.69], [0.34, -1.14, -0.54], [0.59, 0.21, 0.53]], "homo_energy_ev": [1.024, 1.008], "e_tot_ev": -39418.4300, "multiplicity": 3, "gap_ev": [3.9, 3.9], "charge": -2}

{"formula": "C3H3NS3", "method": "ωB97M-V/def2-TZVPD", "species": ["S", "C", "C", "C", "S", "N", "S", "H", "H", "H"], "coordinates": [[-0.3116, -0.3053, 2.5943], [-0.1301, 0.8137, 1.5007], [0.1317, 0.5504, 0.0443], [0.5799, -0.7915, -0.2281], [-0.4227, -2.0299, -0.3907], [-0.0454, 1.5195, -0.7040], [0.4438, 1.2416, -2.3202], [-0.1668, 2.0019, 1.6025], [1.7613, -1.0770, -0.1037], [-0.1200, 2.5004, -2.6071]], "forces_ev_per_angstrom": [[-0.15, -0.28, 1.20], [-0.04, 3.01, -1.21], [0.05, -0.99, 3.03], [3.11, -2.50, -0.07], [-0.09, 0.15, -0.28], [0.42, 1.15, -1.97], [-1.34, 2.24, -0.24], [-0.12, -2.54, 0.33], [-2.74, 1.19, -0.43], [0.89, -1.44, -0.38]], "homo_energy_ev": -8.888, "relative_energy_kj_mol": 313.2, "e_tot_ev": -37152.1977, "gap_ev": 7.8}